1.
ORCA calculation (the ωB97M-V functional and the def2-TZVPD basis) on a structure of composition C20H46AsN3RuSSi3.

The energy above the lowest of the compared OMol25 structures with the same formula, charge and spin comes out at 1.285 eV. The calculation puts the gap between HOMO and LUMO (alpha / beta) at 7.179 / 7.009 eV. For the total energy, the calculation gives -4550.41324 Ha. Its charge is +3. Its multiplicity is 2. As for the lowest unoccupied orbital energy (alpha / beta): -10.527 / -10.558 eV.

Last column: Löwdin charge in e.
Positions of all 75 atoms, in Å:
Ru  -0.67163  0.71710  0.28955  0.747
C  -3.87724  -0.19424  3.90555  -0.019
C  -3.66371  0.33672  2.47428  -0.385
C  -4.74165  1.35452  2.12263  -0.062
C  -2.25437  0.86534  2.38109  -0.234
C  -1.16227  -0.00950  2.45164  -0.118
C  0.17043  0.47829  2.44429  -0.123
C  0.44148  1.85566  2.39679  -0.267
C  1.83319  2.41194  2.48364  -0.011
C  -0.67324  2.73188  2.40278  0.005
C  -1.96543  2.25159  2.35136  0.016
H  -4.88091  -0.60818  3.98609  0.103
H  -3.78880  0.61182  4.63489  0.103
H  -3.16885  -0.97894  4.16962  0.086
H  -3.72447  -0.51621  1.78733  0.135
H  -4.79765  2.15055  2.86704  0.098
H  -5.71238  0.86212  2.11982  0.104
H  -4.59785  1.80447  1.13827  0.053
H  -1.33266  -1.07463  2.55388  0.114
H  0.99021  -0.22077  2.56649  0.103
H  2.39196  2.28071  1.55569  0.068
H  2.39873  1.91590  3.27230  0.107
H  1.80871  3.47442  2.71851  0.103
H  -0.50052  3.80170  2.44321  0.143
H  -2.79391  2.94790  2.33396  0.134
N  -0.19878  2.40965  -0.85947  -0.045
N  -1.29554  3.05542  -1.48819  0.006
C  -2.47854  2.42840  -1.53881  -0.707
N  -3.49325  3.00497  -2.14231  0.185
S  -2.65239  0.86494  -0.84436  0.795
H  0.25936  3.06249  -0.22381  0.127
H  0.47308  2.14948  -1.58510  0.062
H  -1.10137  3.94244  -1.93544  0.185
H  -3.43702  3.91094  -2.58818  0.153
H  -4.37836  2.52084  -2.20834  0.140
C  3.92549  1.29063  -0.96126  -0.200
Si  3.48278  -0.36280  -0.20585  0.363
C  4.23169  -1.82681  -1.07325  -0.181
C  3.79905  -0.43386  1.62899  -0.182
As  1.11780  -0.65960  -0.75305  0.857
Si  0.21873  -2.77436  0.06996  0.360
C  -1.65257  -2.61393  -0.03659  -0.206
C  0.77310  -3.00166  1.84632  -0.183
C  0.81672  -4.13639  -1.04270  -0.186
Si  0.79087  -0.67330  -3.17373  0.365
C  -1.00176  -1.08207  -3.49202  -0.205
C  1.29041  1.02093  -3.86674  -0.193
C  1.91383  -1.97647  -3.89217  -0.193
H  4.95878  1.54849  -0.71769  0.059
H  3.30235  2.10434  -0.58166  0.011
H  3.84592  1.27493  -2.05003  0.033
H  5.31898  -1.75122  -0.97277  0.065
H  4.01359  -1.86496  -2.13737  0.016
H  3.93574  -2.77098  -0.61203  0.042
H  4.83489  -0.13265  1.80878  0.066
H  3.69678  -1.44653  2.02070  0.040
H  3.16896  0.23549  2.21019  -0.012
H  -2.07078  -1.62852  0.19368  -0.047
H  -2.10959  -3.31119  0.67077  0.061
H  -2.00704  -2.87309  -1.03643  0.045
H  -0.02342  -2.80774  2.56622  0.033
H  1.64252  -2.40473  2.12354  0.007
H  1.06025  -4.04780  1.97661  0.060
H  0.64367  -3.94078  -2.10312  0.022
H  0.24565  -5.03468  -0.78863  0.064
H  1.87113  -4.37229  -0.89256  0.045
H  -1.69496  -0.71263  -2.73918  -0.046
H  -1.12673  -2.16425  -3.56571  0.047
H  -1.30068  -0.66256  -4.45574  0.054
H  1.55985  1.79520  -3.14689  -0.004
H  0.51737  1.41818  -4.52722  0.044
H  2.19371  0.91346  -4.47024  0.051
H  1.99350  -2.89445  -3.30904  0.019
H  2.91513  -1.59167  -4.08690  0.040
H  1.48391  -2.24740  -4.86189  0.064

Atoms 1-3, force components in eV/Å:
Ru -0.184 1.728 1.362
C -0.027 -0.020 -0.021
C 0.038 -0.051 0.037


2.
ORCA calculation (the ωB97M-V functional and the def2-TZVPD basis) on a structure of composition C20H46Cl2O2P2Sc.

The energy above the lowest of the compared OMol25 structures with the same formula, charge and spin comes out at 4.336 eV. The calculation puts the gap between HOMO and LUMO at 5.947 eV. For the total energy, the calculation gives -3304.03648 Ha. Its charge is -1. As for the lowest unoccupied orbital energy: 2.755 eV.

Last column: Löwdin charge in e.
Positions of all 73 atoms, in Å:
Sc  0.03706  0.20136  -0.12499  0.013
Cl  0.24244  2.13493  -1.51436  0.072
P  1.21643  1.52060  1.74510  0.967
C  0.41276  3.19223  1.72717  -0.537
C  1.15213  0.85132  3.45864  -0.524
C  2.93069  1.80591  1.14414  -0.536
C  -1.08116  3.22820  1.38820  -0.153
H  0.93472  3.69561  0.90515  0.085
C  0.63386  3.88729  3.07239  -0.139
H  -0.07219  3.49972  3.82848  0.080
H  0.43314  4.95395  2.91960  0.076
H  1.65863  3.77476  3.44032  0.043
H  -1.26557  3.14314  0.30909  0.017
H  -1.56654  4.14097  1.76486  0.079
H  -1.62848  2.40772  1.86932  0.034
H  2.74216  2.32227  0.18749  0.085
C  3.74915  0.52989  0.83118  -0.142
C  3.66934  2.73611  2.11491  -0.132
H  3.31769  3.76775  2.04079  0.065
H  4.74198  2.72489  1.86724  0.073
H  3.57158  2.38812  3.15496  0.068
H  3.16891  -0.37673  0.63871  0.021
H  4.44670  0.29595  1.65197  0.066
H  4.32968  0.71267  -0.08045  0.074
C  -0.30317  0.48682  3.81037  -0.123
H  1.49001  1.69732  4.08408  0.085
C  2.07027  -0.36671  3.64870  -0.130
H  -0.97392  1.35036  3.90186  0.076
H  -0.35331  -0.09960  4.73879  0.079
H  -0.74071  -0.18054  3.03355  0.004
H  1.95766  -1.13156  2.85137  0.012
H  1.79689  -0.87081  4.58685  0.072
H  3.12634  -0.07544  3.70955  0.060
Cl  0.34530  -1.90530  1.04162  0.090
H  1.59683  -0.21076  -0.72210  -0.092
P  -0.70986  -1.03038  -2.31750  0.957
C  0.31672  -0.53559  -3.75709  -0.542
C  -0.87429  -2.85610  -2.31695  -0.537
C  -2.32527  -0.14475  -2.57550  -0.535
C  1.83643  -0.41268  -3.49450  -0.149
H  -0.06275  0.47177  -3.98668  0.090
C  0.05899  -1.48268  -4.93727  -0.138
H  0.62996  -2.41785  -4.80360  0.074
H  0.40875  -0.98394  -5.84982  0.075
H  -1.00087  -1.72428  -5.06913  0.045
H  2.08233  0.51648  -2.97269  0.027
H  2.37937  -0.40329  -4.45132  0.068
H  2.23318  -1.24725  -2.89628  0.059
H  -1.98114  0.90013  -2.66640  0.067
C  -3.30193  -0.23433  -1.38535  -0.119
C  -3.03296  -0.61926  -3.83738  -0.135
H  -2.53156  -0.25550  -4.73776  0.064
H  -4.06140  -0.22244  -3.80724  0.076
H  -3.10442  -1.72202  -3.84349  0.074
H  -2.85071  -0.67370  -0.48871  0.023
H  -4.17581  -0.88051  -1.57750  0.080
H  -3.64663  0.76799  -1.11929  0.082
C  0.49987  -3.49600  -1.99899  -0.135
H  -1.17403  -3.09820  -3.35120  0.085
C  -1.96142  -3.36875  -1.35633  -0.116
H  1.15384  -3.51223  -2.87866  0.057
H  0.35553  -4.53133  -1.66483  0.072
H  1.04291  -2.99275  -1.17477  0.012
H  -1.78322  -3.03354  -0.31850  0.027
H  -1.92132  -4.46698  -1.34033  0.075
H  -2.97526  -3.06796  -1.65068  0.066
C  -2.46958  -2.19081  2.62999  -0.074
O  -2.89478  -0.79326  2.25266  -0.137
C  -2.12176  0.01788  1.50380  -0.551
O  -2.63491  1.05273  1.09046  -0.127
H  -3.30825  -2.49102  3.21534  0.061
H  -1.53939  -2.23673  3.17226  0.041
H  -2.34167  -2.83330  1.73671  0.050

Atoms 1-3, force components in eV/Å:
Sc -1.915 -0.802 1.266
Cl -0.060 0.705 -0.591
P -0.787 -0.720 -0.940


3.
ORCA calculation (the ωB97M-V functional and the def2-TZVPD basis) on a cluster of 4 separate species, C20H46I2N5O11P2 in total.

The calculation puts the gap between HOMO and LUMO at 7.280 eV. For the total energy, the calculation gives -3168.93558 Ha. Its charge is +1. As for the lowest unoccupied orbital energy: -3.483 eV.

Last column: Löwdin charge in e.
Positions of all 86 atoms, in Å:
C  4.81909  -0.96538  1.09089  -0.080
C  3.34851  -0.60760  0.94549  -0.221
C  2.48735  -1.30599  2.00795  -0.108
N  1.09294  -1.41629  1.58961  -0.026
N  0.28033  -0.32709  1.50999  0.210
C  -0.90586  -0.74444  1.03530  -0.391
N  -1.96867  0.05518  0.78939  -0.169
C  -3.14624  -0.58522  0.28564  -0.870
I  -3.44493  -0.31767  -1.76030  0.984
C  -3.94709  -1.32933  1.02877  -0.781
C  -5.13731  -2.07397  0.50786  -0.172
I  -3.57589  -1.47693  3.07531  0.968
P  -1.99085  1.76321  0.99749  0.424
N  -3.36908  2.33273  0.71682  -0.097
O  -1.47349  1.95612  2.49096  -0.111
O  -0.73005  2.24994  0.12754  -0.136
N  -0.85999  -2.05220  0.81094  0.210
C  0.36502  -2.43570  1.15633  -0.223
P  0.80416  -4.19837  0.91569  0.440
O  0.95232  -4.44213  -0.50300  -0.191
O  2.11468  -4.47126  1.76927  -0.095
O  -0.38227  -4.96412  1.62085  -0.070
H  5.39163  -0.39778  0.35581  0.075
H  5.20166  -0.66574  2.06595  0.084
H  5.00609  -2.01797  0.89413  0.085
H  3.20018  0.47018  1.01183  0.108
H  2.99283  -0.95458  -0.02744  0.122
H  2.50938  -0.73476  2.93752  0.140
H  2.85160  -2.30783  2.20362  0.112
H  0.59016  0.59170  1.77375  0.164
H  -4.80764  -2.77487  -0.26205  0.082
H  -5.62944  -2.64920  1.28545  0.046
H  -5.84736  -1.37514  0.06512  0.082
H  -3.36769  3.00729  -0.03905  0.021
H  -0.56859  2.28141  2.55585  0.082
H  -0.43728  1.58243  -0.50905  0.090
H  1.94382  -4.61082  2.71113  0.104
H  -0.61923  -4.66292  2.50859  0.102
C  6.70554  2.50216  -4.65522  -0.108
O  7.97282  2.62424  -4.03913  -0.181
C  7.91143  2.98098  -2.67095  -0.203
C  8.15479  1.79308  -1.76989  -0.201
O  7.10831  0.83529  -1.86373  -0.208
C  7.45259  -0.29186  -2.65181  -0.109
H  6.86571  2.08314  -5.64638  0.091
H  6.04462  1.83906  -4.08987  0.081
H  6.22711  3.48224  -4.76145  0.088
H  6.94350  3.43598  -2.43546  0.107
H  8.68993  3.72769  -2.48733  0.130
H  8.19527  2.13897  -0.73205  0.125
H  9.11663  1.33247  -2.01113  0.129
H  8.19513  -0.91364  -2.14073  0.090
H  7.84409  0.00593  -3.62673  0.087
H  6.54584  -0.87691  -2.79867  0.086
C  2.24101  6.78111  -3.39960  -0.102
O  1.85172  6.80122  -2.03695  -0.184
C  0.97897  5.75054  -1.67470  -0.208
C  1.70576  4.66213  -0.91886  -0.208
O  2.63534  3.97234  -1.74105  -0.193
C  3.98109  4.36555  -1.53809  -0.103
H  3.01861  7.53141  -3.52407  0.092
H  2.63610  5.80460  -3.69118  0.083
H  1.39781  7.03692  -4.04899  0.091
H  0.48925  5.32925  -2.55847  0.128
H  0.20419  6.17287  -1.02606  0.128
H  0.97873  3.91992  -0.57570  0.094
H  2.20634  5.08718  -0.04279  0.128
H  4.34693  4.02325  -0.56302  0.089
H  4.09628  5.44964  -1.60335  0.090
H  4.57596  3.89651  -2.31971  0.073
C  -8.86698  -2.64088  2.27455  -0.110
O  -8.13619  -3.85263  2.21101  -0.206
C  -8.38528  -4.71881  3.30970  -0.204
C  -9.32760  -5.84011  2.93931  -0.208
O  -10.62829  -5.35652  2.65958  -0.186
C  -10.93168  -5.29636  1.27813  -0.108
H  -8.73382  -2.12968  1.32210  0.086
H  -9.93273  -2.81716  2.43386  0.087
H  -8.48506  -1.99867  3.07626  0.089
H  -8.79040  -4.15581  4.15562  0.127
H  -7.42547  -5.14773  3.61537  0.124
H  -9.40480  -6.52860  3.78656  0.127
H  -8.92945  -6.39649  2.08510  0.127
H  -11.04083  -6.30176  0.85844  0.090
H  -10.16246  -4.75592  0.72002  0.083
H  -11.87917  -4.77101  1.17756  0.091

Atoms 1-3, force components in eV/Å:
C 0.140 0.621 -0.200
C -0.283 -0.570 -0.046
C 0.473 0.633 -0.036